# 1
C32H30F5N3PmS6 | the ωB97M-V functional and the def2-TZVPD basis

Results
- E_HOMO: -3.80 eV
- Spin multiplicity: 5
- ΔE to the lowest compared entry with this formula, charge and spin: 69.9 kJ/mol
- Electronic energy: -4898.60733 Eh
- Lowest unoccupied orbital energy: 1.041 eV
- Total charge: -1
- Expectation value of S²: 6.005

Last column: Mulliken charge in e.
Element x y z (Å)
F -1.351 -2.714 0.911  -0.216
C -2.810 3.568 2.294  -0.013
H 4.698 1.976 -1.363  0.442
F -1.320 -0.907 2.182  -0.246
C -3.092 3.563 0.921  -0.636
C -2.781 2.334 0.179  0.449
N -1.316 1.260 -1.486  -0.006
H 0.560 1.819 4.338  0.634
C 0.766 4.132 0.747  -0.618
C -4.501 1.093 1.545  -0.618
Pm -0.792 -0.761 -0.246  0.880
S 0.004 1.771 2.001  0.477
S 1.454 -2.289 -0.681  -0.645
C 2.067 0.544 3.462  -1.105
H -2.711 4.688 4.104  0.499
H 3.321 2.963 0.470  0.097
C -1.930 2.382 -0.950  0.552
C -3.553 7.066 3.207  -0.029
C 3.623 2.111 -1.499  -1.144
C -3.379 1.161 0.665  0.781
S 2.799 0.472 -1.285  0.239
C -0.971 3.010 -2.877  -1.373
S 1.267 3.260 -0.768  0.287
C 0.112 -5.873 -3.104  -0.514
C 0.799 -3.652 -1.559  0.329
C 3.085 3.186 -0.570  -0.451
H -4.184 6.767 0.662  0.482
H -2.445 2.661 2.748  0.806
C -3.785 5.865 1.104  -0.915
C -3.429 5.882 2.458  0.509
H 2.353 -4.867 -0.791  0.379
H 2.777 1.362 3.350  0.428
C -0.637 -4.716 -3.170  -0.681
C 3.823 0.101 1.306  -0.361
C -0.659 -2.938 3.150  0.663
C -0.340 -3.594 -2.392  0.519
N -3.643 8.044 3.806  -0.580
C -1.667 3.493 -1.791  -0.123
H -3.993 -1.982 0.535  0.561
H 3.501 4.162 -0.833  0.419
H -0.134 -6.713 -3.740  0.325
H 2.019 3.068 2.144  0.428
C 1.183 -5.950 -2.225  -0.619
N -3.097 -0.111 0.195  -0.043
H -5.702 -0.658 2.134  0.460
C 0.640 1.060 3.556  -1.047
C -0.766 1.644 -2.639  -0.525
C -3.990 -0.923 0.753  -0.470
C -2.959 4.704 3.052  -1.252
C 0.971 3.329 2.014  -1.227
H -1.982 4.506 -1.635  0.542
H 0.639 3.915 2.870  0.515
S -1.401 -2.211 -2.536  -0.430
F -1.918 -3.288 3.506  -0.268
C 1.515 -4.845 -1.472  -0.693
F 0.031 -4.082 3.056  -0.260
H 3.742 -1.398 -0.234  0.459
H 3.420 2.382 -2.537  0.454
H 1.312 5.076 0.799  0.701
H 4.669 -0.269 1.888  0.417
H 4.970 -0.134 -0.509  0.526
H 2.306 -0.007 4.373  0.562
F -0.155 -2.285 4.222  -0.258
H 1.766 -6.857 -2.144  0.347
H -0.636 3.562 -3.736  0.419
C -4.887 -0.224 1.586  -1.218
H -0.247 0.933 -3.267  0.517
C -3.620 4.723 0.350  -0.367
H -4.972 1.926 2.038  0.518
S 2.282 -0.596 2.034  0.387
C -0.507 -2.083 1.905  -0.227
H -3.937 4.718 -0.682  0.693
H -0.036 0.240 3.786  0.259
H -1.482 -4.646 -3.838  0.406
H 3.778 1.186 1.386  0.068
H -0.295 4.324 0.588  -0.166
C 3.965 -0.335 -0.139  -1.089

# 2
C32H30OP | the ωB97M-V functional and the def2-TZVPD basis

Results
- E_HOMO: -11.66 eV
- Electronic energy: -1653.75150 Eh
- Lowest unoccupied orbital energy: -2.725 eV
- Total charge: +1

Last column: Mulliken charge in e.
Element x y z (Å)
C -1.553 2.485 0.067  -1.068
H -2.728 -5.186 -1.652  0.410
H -0.066 -1.892 1.334  0.080
C 0.140 0.126 -4.855  -0.754
C -4.117 1.534 0.591  -0.655
H 4.300 -0.372 0.070  0.339
C -3.162 0.674 0.039  -1.128
C -1.357 -0.694 2.673  -0.658
C -0.485 -2.821 -0.687  -0.154
C -1.851 1.131 -0.190  1.461
P -0.535 0.056 -0.842  1.985
C 2.265 0.056 2.356  -0.550
H 1.198 1.378 0.085  1.082
H 0.497 -1.676 2.986  0.909
H 0.502 -0.581 -5.602  0.416
H -2.145 -0.831 1.912  0.165
C -2.292 -1.814 -1.921  -0.866
H 0.401 2.222 2.387  0.405
H 3.843 0.439 -1.448  0.459
C -2.268 -4.201 -1.535  -0.556
C 2.193 -0.431 -0.413  0.493
H 5.920 -0.123 3.644  0.414
H 2.370 -2.089 2.191  0.264
H -2.244 4.374 0.847  0.424
C -3.790 2.855 0.907  -0.760
H 2.414 2.190 2.684  0.292
C -0.458 1.326 -5.266  -0.520
C 0.015 -1.166 2.142  -1.340
C 4.879 -0.073 3.319  -0.565
C 2.915 1.225 2.759  -0.345
C 4.231 1.154 3.231  -0.804
H 4.667 -2.228 3.095  0.387
H -5.127 1.163 0.773  0.436
H -0.578 1.550 -6.331  0.399
C -0.777 1.939 -2.946  -0.286
O 2.070 -1.532 -0.943  -0.559
C 0.251 -0.175 -3.498  -0.327
C -0.281 0.693 -2.527  0.286
C -1.094 -4.073 -0.797  -0.948
H -3.729 -3.181 -2.762  0.437
H -2.756 -0.940 -2.378  0.575
H 4.741 2.078 3.510  0.405
C 3.537 0.259 -0.405  -1.541
H -1.685 -1.263 3.554  0.495
C -1.136 -1.653 -1.126  0.949
H -4.533 3.514 1.361  0.419
H -0.571 2.891 -0.185  0.402
H -1.834 1.359 3.490  0.502
C 4.197 -1.249 2.994  -1.006
H -1.137 2.662 -2.223  0.390
C -2.507 3.337 0.630  -0.821
C 2.893 -1.179 2.499  0.042
H -0.633 -4.930 -0.305  0.449
C 0.842 0.095 1.737  2.682
H 0.522 -2.782 -0.282  0.343
C -0.889 2.243 -4.303  -0.844
H 3.503 1.218 0.126  0.363
C 0.040 1.196 2.398  -0.971
C -2.843 -3.078 -2.136  -0.811
H -3.443 -0.348 -0.221  0.414
H -1.334 3.195 -4.609  0.429
H 0.706 -1.115 -3.185  0.443
C -1.106 0.755 2.954  -0.766
C 0.992 0.304 0.232  -0.242

no.,orbital gap (eV)
1,4.8
2,8.9